Computed, not measured: a structure of composition C10H30B2LiNO2 at a distorted geometry, with the ωB97M-V functional and the def2-TZVPD basis.

Each line ends with the Löwdin charge.
Positions of all 46 atoms, in Å:
Li 1.66852 0.15053 0.57643  0.57
B 3.06996 0.30950 2.15688  -0.49
H 2.62528 1.25647 1.89277  -0.10
H 2.32786 -0.45701 2.31806  -0.09
H 3.70321 -0.02675 1.35055  -0.09
H 3.64950 0.46607 3.05346  -0.08
B 3.70014 -2.88009 1.11673  -0.47
H 4.27968 -3.23703 1.95397  -0.11
H 2.81174 -2.40048 1.49748  -0.11
H 4.26101 -2.08167 0.65608  -0.11
H 3.48728 -3.71495 0.46716  -0.12
C -2.50205 -0.82790 1.68017  -0.04
C -1.40980 -0.66902 0.47401  -0.39
C -2.04216 -1.20571 -0.86927  -0.18
C -2.88907 -0.19676 -1.54742  -0.24
C -2.00192 1.06454 -1.80843  -0.12
C -1.48161 1.72143 -0.47796  -0.54
N -0.73627 0.69786 0.30008  -0.23
O -0.18523 1.11345 1.53817  -0.30
C -2.58302 2.30974 0.36341  -0.06
C -0.55820 2.87632 -0.81620  -0.05
C -0.29496 -1.79024 0.75528  -0.05
H -2.53933 -1.86558 2.01176  0.05
H -3.51597 -0.61534 1.34126  0.04
H -2.28840 -0.13552 2.49445  0.06
H -2.78509 -1.97869 -0.67263  0.11
H -1.37724 -1.45012 -1.69767  0.11
H -3.76461 0.01166 -0.93251  0.09
H -3.33405 -0.55464 -2.47587  0.10
H -2.55698 1.80955 -2.37849  0.10
H -1.21803 0.67222 -2.45627  0.10
H -3.47186 2.70801 -0.12593  0.07
H -2.22274 3.09926 1.02291  0.07
H -3.03754 1.60118 1.05584  0.06
H -0.21916 3.38886 0.08406  0.08
H -1.02188 3.56502 -1.52246  0.07
H 0.26018 2.38364 -1.34119  0.06
H 0.48768 -1.82761 -0.00246  0.07
H -0.76109 -2.75615 0.94979  0.07
H 0.19893 -1.68729 1.72150  0.07
C 2.08544 0.11430 -2.48290  -0.14
O 2.78153 0.20670 -1.23034  -0.14
H 2.90050 0.06698 -3.20507  0.07
H 1.47140 -0.78364 -2.55180  0.08
H 1.42014 0.94237 -2.72738  0.05
H 3.60827 0.60657 -1.51002  0.09

ΔE to the lowest compared entry with this formula, charge and spin = 92.9 kcal per mole
orbital gap = 0.178 Eh
E = -17992.045 eV
net charge = -2

=====

Computed, not measured: a cluster of 7 separate species, C10H30BIN6O13P in total at a distorted geometry, with the ωB97M-V functional and the def2-TZVPD basis.

Each line ends with the Löwdin charge.
Positions of all 62 atoms, in Å:
C -0.64988 -2.64164 -1.44872  -0.15
B -0.21918 -1.10781 -0.97633  -0.75
C -1.54144 -0.20810 -0.61863  -0.30
C -2.50588 0.07034 -1.81023  -0.77
C -3.68141 -0.92909 -1.90061  -0.18
I -3.29226 2.10848 -1.76446  0.75
P 0.89783 -0.32415 -2.34636  0.70
O 2.28977 0.17315 -1.87403  -0.60
H 0.23191 -3.21557 -1.74662  0.00
H -1.20224 -3.15503 -0.64251  0.05
H -1.25992 -2.53826 -2.36987  0.03
H 0.44378 -1.16304 0.03495  0.06
H -1.23674 0.75603 -0.17254  0.04
H -2.11145 -0.73403 0.17091  0.09
H -1.93538 -0.01492 -2.74471  0.03
H -4.23133 -0.74026 -2.84483  0.05
H -4.41442 -0.80329 -1.09360  0.07
H -3.31162 -1.95971 -1.98245  0.07
H 1.08969 -1.22551 -3.45343  -0.01
H 0.20276 0.80857 -2.89668  -0.02
C 0.63709 1.40808 2.33970  0.05
N -0.70456 1.24164 2.95456  -0.44
O -1.44589 0.43984 2.44911  0.08
O -0.96262 1.92562 3.92805  0.03
H 0.71723 0.73564 1.48822  0.08
H 0.72635 2.44449 2.02466  0.11
H 1.37140 1.16364 3.10514  0.06
C 4.34226 -3.44772 -3.24905  0.04
N 3.03639 -3.79622 -2.63878  -0.46
O 2.35822 -4.63420 -3.19692  0.05
O 2.74570 -3.20966 -1.63000  0.08
H 4.47497 -4.04288 -4.14632  0.09
H 4.31732 -2.38606 -3.48324  0.10
H 5.11371 -3.66867 -2.51686  0.09
C -2.78909 5.75826 -4.18858  0.04
N -4.17022 5.96625 -3.68551  -0.46
O -4.38072 5.71615 -2.52527  0.05
O -4.99028 6.37097 -4.47951  0.05
H -2.17436 5.39473 -3.37197  0.09
H -2.84060 5.02717 -4.99028  0.09
H -2.42734 6.71554 -4.55374  0.10
C -3.52245 1.30585 -5.50520  0.01
N -2.90073 -0.01226 -5.78766  -0.46
O -1.75501 -0.17830 -5.44563  0.07
O -3.59158 -0.83397 -6.34766  0.05
H -2.79531 1.93561 -5.00498  0.06
H -3.81885 1.73494 -6.45948  0.10
H -4.38418 1.13245 -4.86674  0.08
C 1.95114 1.31269 7.15416  0.05
N 2.45415 0.63065 5.93691  -0.43
O 3.04614 -0.41332 6.07993  0.07
O 2.23246 1.17067 4.88071  0.06
H 2.22107 0.71755 8.01986  0.09
H 2.41753 2.29285 7.19461  0.10
H 0.87164 1.39623 7.05723  0.10
C 4.04860 -3.11859 7.50438  0.04
N 4.93396 -2.68203 8.61419  -0.46
O 5.49834 -3.53957 9.25488  0.06
O 5.03073 -1.49251 8.80465  0.06
H 4.06149 -4.20185 7.45781  0.09
H 3.04997 -2.75083 7.71948  0.10
H 4.43338 -2.68501 6.58591  0.10

orbital gap = 0.234 Eh
E = -64465.500 eV
net charge = -1

=====

Computed, not measured: a structure of composition C10H30BrMnN2O5 at a distorted geometry, with the ωB97M-V functional and the def2-TZVPD basis.

Each line ends with the Löwdin charge.
Positions of all 49 atoms, in Å:
Mn -9.34806 27.20074 -9.97696  1.05
Br -8.61285 27.02487 -12.41977  0.22
C -11.60223 29.64338 -14.17925  -0.08
C -10.56529 30.49177 -14.89656  -0.44
C -10.94586 31.93587 -14.71429  -0.19
O -12.33416 32.21003 -14.96299  -0.22
C -12.76206 32.14856 -16.33762  -0.07
N -9.30749 30.13837 -14.26683  0.02
H -11.22235 28.62389 -14.11266  0.05
H -12.58335 29.68287 -14.65249  0.08
H -11.68097 29.91165 -13.12572  0.07
H -10.44755 30.15568 -15.92675  0.14
H -10.33495 32.63128 -15.28986  0.13
H -10.85139 32.23249 -13.66968  0.13
H -12.23371 31.44309 -16.97891  0.09
H -12.78309 33.19406 -16.64519  0.09
H -13.77269 31.80210 -16.12153  0.09
H -9.26597 30.32590 -13.27526  0.05
H -9.21893 29.13255 -14.29117  -0.01
C -6.79665 22.79223 -13.75761  -0.06
C -8.00896 23.41269 -14.50018  -0.40
C -9.21549 23.40446 -13.56346  -0.21
O -9.49277 22.02775 -13.21017  -0.18
C -10.72050 21.90080 -12.47480  -0.09
N -7.58630 24.75537 -14.87965  0.04
H -6.94074 21.71708 -13.65096  0.07
H -6.69497 23.26233 -12.77946  0.08
H -5.89411 22.86344 -14.36462  0.08
H -8.13801 22.74278 -15.35028  0.15
H -10.10080 23.95615 -13.87962  0.11
H -9.03603 23.85559 -12.58756  0.08
H -11.63646 22.18436 -12.99317  0.09
H -10.69623 22.57258 -11.61677  0.06
H -10.73553 20.91804 -12.00357  0.09
H -8.09534 25.21407 -15.62165  0.07
H -7.69818 25.37774 -14.09210  -0.07
O -5.16698 26.47324 -12.82050  -0.07
H -6.09953 26.42126 -13.02995  -0.09
H -4.87429 27.28788 -13.22908  0.04
C -12.27645 26.79947 -11.31419  -0.22
C -11.99513 25.34512 -11.77084  -0.26
O -12.87944 24.90186 -12.77782  -0.01
O -11.51438 27.35621 -10.28343  -0.16
H -13.32939 26.85378 -11.03768  0.14
H -12.17569 27.48246 -12.15769  0.11
H -11.92211 24.67826 -10.91173  0.12
H -10.99498 25.43120 -12.19557  0.04
H -13.70534 24.66312 -12.35064  0.10
H -11.98758 28.16097 -10.05970  0.13

orbital gap (spin up / spin down) = 0.168 / 0.164 Eh
E = -125426.979 eV
net charge = +1
multiplicity = 6